Here is ArH22O11 as an isolated structure from the OMol25 dataset. Energies are from ωB97M-V/def2-TZVPD.

Atoms and positions in Å:
Ar1 0.6442 -0.6410 0.3592
O1 2.1198 2.2449 -1.7311
H1 2.3946 1.3304 -1.6650
H2 1.2943 2.2830 -1.2480
O2 -1.1750 2.3912 -0.8333
H3 -1.7045 3.1266 -1.1416
H4 -1.2754 2.4056 0.1185
O3 0.9964 2.6658 3.3073
H5 1.0978 3.6036 3.4701
H6 0.3438 2.6126 2.6091
O4 3.6580 -0.4404 -1.8194
H7 4.2663 0.2771 -1.9965
H8 3.9184 -0.7688 -0.9588
O5 1.4463 -2.6237 -2.4715
H9 1.3868 -3.1775 -1.6930
H10 1.8748 -1.8244 -2.1652
O6 -0.4233 -2.8685 3.2609
H11 -0.9213 -3.6727 3.4072
H12 -1.0667 -2.2460 2.9221
O7 -0.1600 1.2420 -3.5349
H13 0.6225 1.5800 -3.0993
H14 -0.6567 0.8138 -2.8377
O8 -2.3453 0.1380 -1.8776
H15 -2.0798 0.8385 -1.2818
H16 -3.0170 0.5358 -2.4315
O9 -2.3563 -0.7853 2.0647
H17 -2.6182 -1.2732 1.2839
H18 -3.0588 -0.1488 2.1968
O10 -1.3131 2.1054 1.9250
H19 -2.0836 2.2513 2.4740
H20 -1.3035 1.1607 1.7712
O11 0.8312 -4.2727 0.3645
H21 0.1725 -4.8886 0.0436
H22 0.4904 -3.9747 1.2079

The value obtained for the largest force on an atom is 0.85 eV/A. The calculation puts the total energy at -1368.3423 Ha. The energy relative to the best compared isomer or geometry (same formula, charge and spin) comes out at 80.4 kJ/mol. Its HOMO-LUMO gap is 0.3583 Eh. For the LUMO energy, the calculation gives -0.0183 Ha.

---

Here is ArH26O13 as an isolated structure from the OMol25 dataset. Energies are from ωB97M-V/def2-TZVPD.

Atoms and positions in Å:
Ar1 -0.3518 0.5702 -0.0738
O1 -3.7532 0.1403 -1.0310
H1 -2.9476 0.4013 -1.4773
H2 -4.0352 -0.6517 -1.4886
O2 1.6664 3.0047 2.1301
H3 2.3041 3.2037 2.8156
H4 1.0056 3.6926 2.2102
O3 -0.6250 -1.5491 3.1052
H5 -1.0374 -1.7302 3.9498
H6 -0.3357 -0.6390 3.1696
O4 -0.5629 -3.5509 1.2447
H7 -1.3995 -4.0054 1.3426
H8 -0.5751 -2.8766 1.9240
O5 3.0383 3.6453 -0.3875
H9 2.2640 3.3261 -0.8510
H10 2.8113 3.5702 0.5393
O6 0.5818 0.9867 3.5978
H11 1.2587 0.4446 4.0029
H12 0.9962 1.3394 2.8103
O7 -1.4849 -0.0474 -2.9658
H13 -2.1938 -0.2403 -3.5794
H14 -1.3539 -0.8651 -2.4858
O8 2.4220 1.8850 -2.5951
H15 1.9152 1.2220 -3.0639
H16 3.2186 1.9902 -3.1152
O9 -1.6543 -2.1828 -1.2221
H17 -1.5330 -2.3275 -0.2837
H18 -2.2142 -2.9054 -1.5060
O10 -3.1503 -1.6398 1.6379
H19 -3.3080 -0.7869 1.2331
H20 -2.3417 -1.5230 2.1366
O11 -0.7851 2.9713 -2.3127
H21 -0.0684 3.1723 -2.9145
H22 -0.7685 2.0179 -2.2296
O12 2.6365 -0.6320 -1.1510
H23 2.6687 -0.5672 -0.1966
H24 2.6618 0.2755 -1.4542
O13 1.5245 -3.3480 -0.6841
H25 1.7594 -3.3104 0.2430
H26 1.7464 -2.4808 -1.0233

The value obtained for the largest force on an atom is 1.00 eV/A. The calculation puts the total energy at -1521.2300 Ha. The energy relative to the best compared isomer or geometry (same formula, charge and spin) comes out at 71.9 kJ/mol. Its HOMO-LUMO gap is 0.3710 Eh. For the LUMO energy, the calculation gives -0.0060 Ha.

---

Here is AsCsF6 as an isolated structure at a distorted geometry from the OMol25 dataset. Energies are from ωB97M-V/def2-TZVPD.

Atoms and positions in Å:
Cs1 8.9888 21.2273 1.6638
As1 9.2423 20.6735 -2.7067
F1 9.6110 22.3842 -3.1418
F2 7.6694 20.7242 -3.6161
F3 8.8222 18.9928 -2.1884
F4 10.7789 20.6451 -1.7935
F5 8.4147 21.2666 -1.2382
F6 10.1011 20.1069 -4.2073

The value obtained for the largest force on an atom is 3.45 eV/A. The calculation puts the total energy at -2854.7969 Ha. Its net charge is +1. The energy relative to the best compared isomer or geometry (same formula, charge and spin) comes out at 30.6 kJ/mol. Its spin multiplicity is 2. Its HOMO-LUMO gap (spin up / spin down) is 0.4781 / 0.2035 Eh. For the LUMO energy (spin up / spin down), the calculation gives -0.1863 / -0.4560 Ha.

---

Here is AsF6H18O9 as an isolated structure at a distorted geometry from the OMol25 dataset. Energies are from ωB97M-V/def2-TZVPD.

Atoms and positions in Å:
As1 -0.0817 -0.4424 0.0049
F1 -0.0895 -0.8114 1.7041
F2 0.6450 -1.9532 -0.3385
F3 -0.1123 -0.0587 -1.6440
F4 -0.7302 1.1184 0.4320
F5 1.5000 0.2345 0.1821
F6 -1.6900 -1.0334 -0.1228
O1 -4.1540 -0.1314 -1.0858
H1 -4.7382 -0.8946 -1.0738
H2 -3.2946 -0.4734 -0.7943
O2 -1.6402 -2.9085 2.8787
H3 -1.0929 -2.2304 2.4550
H4 -2.4192 -2.4277 3.1716
O3 2.9389 0.4175 2.6937
H5 2.6521 -0.0878 1.9243
H6 3.4401 1.1493 2.3200
O4 1.1155 -0.9907 -3.9861
H7 0.7903 -0.6689 -3.1311
H8 1.3105 -1.9205 -3.8296
O5 -1.0708 1.4840 3.3257
H9 -1.0639 2.2769 2.7832
H10 -0.4407 0.8940 2.8919
O6 0.8546 -4.1557 -2.0797
H11 0.8592 -3.3554 -1.5327
H12 1.7642 -4.4663 -2.0639
O7 3.9010 1.5806 -0.9236
H13 3.0620 1.1231 -0.7914
H14 3.7555 2.1073 -1.7146
O8 1.0464 3.4663 -0.4990
H15 0.8013 4.2135 0.0537
H16 0.6941 2.6952 -0.0373
O9 -2.9651 2.4568 -0.4765
H17 -3.4529 1.6254 -0.5056
H18 -2.0945 2.1678 -0.1909

The value obtained for the largest force on an atom is 1.22 eV/A. The calculation puts the total energy at -3523.1873 Ha. Its net charge is -1. The energy relative to the best compared isomer or geometry (same formula, charge and spin) comes out at 0.0 kJ/mol. Its HOMO-LUMO gap is 0.3984 Eh. For the LUMO energy, the calculation gives 0.1020 Ha.

---

Here is AsF6H26O13 as an isolated structure at a distorted geometry from the OMol25 dataset. Energies are from ωB97M-V/def2-TZVPD.

Atoms and positions in Å:
As1 -0.0798 0.0745 0.3301
F1 -1.4233 -0.4028 1.3384
F2 0.1186 1.5851 1.1877
F3 1.3340 0.4492 -0.7668
F4 -0.2537 -1.4521 -0.6342
F5 -1.0662 1.0521 -0.8785
F6 1.1371 -0.5959 1.5270
O1 -1.8008 -0.1785 -4.1382
H1 -1.2426 -0.6001 -4.7915
H2 -1.2445 0.4942 -3.7454
O2 2.3391 1.2922 -3.0596
H3 1.7554 1.9598 -3.4200
H4 1.9469 1.0595 -2.2180
O3 -0.8920 -2.5561 3.6740
H5 -0.6988 -2.6601 4.6057
H6 -0.2594 -1.9057 3.3689
O4 -0.5809 1.9128 4.8247
H7 -0.5363 1.9033 3.8686
H8 -1.2687 2.5472 5.0266
O5 -3.8214 1.7971 -2.4650
H9 -3.0874 1.2008 -2.3172
H10 -4.5857 1.3227 -2.1378
O6 -2.2254 -3.6724 -0.3049
H11 -1.7456 -2.8931 -0.5855
H12 -2.9816 -3.7125 -0.8903
O7 0.7220 3.6921 -1.5946
H13 0.1738 3.8035 -2.3714
H14 0.2597 3.0417 -1.0659
O8 3.3212 -1.4993 -2.5305
H15 3.8268 -1.9306 -3.2194
H16 3.2722 -0.5840 -2.8062
O9 3.5506 -1.9712 0.2341
H17 2.9334 -1.4401 0.7374
H18 3.2063 -1.9575 -0.6589
O10 1.0631 -3.4738 -1.6563
H19 1.6173 -2.9129 -2.1990
H20 0.5560 -2.8638 -1.1206
O11 1.7151 -1.2958 3.8178
H21 2.2572 -0.5747 4.1376
H22 1.4145 -1.0063 2.9564
O12 0.9995 4.6282 1.9423
H23 1.0761 3.7882 1.4898
H24 1.6162 5.2025 1.4884
O13 -4.3193 0.0566 1.8790
H25 -4.7207 -0.6266 1.3420
H26 -3.3780 -0.0976 1.7993

The value obtained for the largest force on an atom is 2.63 eV/A. The calculation puts the total energy at -3828.8489 Ha. Its net charge is -2. The energy relative to the best compared isomer or geometry (same formula, charge and spin) comes out at 80.4 kJ/mol. Its spin multiplicity is 2. Its HOMO-LUMO gap (spin up / spin down) is 0.1312 / 0.3401 Eh. For the LUMO energy (spin up / spin down), the calculation gives 0.1753 / 0.1699 Ha.

---

Here is AsF6H28O14 as an isolated structure at a distorted geometry from the OMol25 dataset. Energies are from ωB97M-V/def2-TZVPD.

Atoms and positions in Å:
As1 0.0794 0.1615 -0.2136
F1 1.0985 -0.3230 -1.6012
F2 1.0739 1.5685 0.1467
F3 -0.9574 0.5041 1.2409
F4 -1.0283 -1.1775 -0.6347
F5 1.0280 -0.9714 0.8250
F6 -0.8832 1.3658 -1.1762
O1 1.5760 -2.5974 2.3529
H1 0.9473 -1.9450 2.0442
H2 1.3666 -2.7128 3.2798
O2 3.3655 -0.7962 2.1033
H3 2.5421 -1.2838 2.0841
H4 3.0995 0.1223 2.1461
O3 -1.0278 -3.2334 -0.1139
H5 -1.5007 -2.4305 -0.3329
H6 -1.2991 -3.4351 0.7816
O4 0.6253 0.7441 2.9257
H7 1.4877 0.8803 2.5333
H8 0.0659 0.4875 2.1926
O5 -3.0229 0.8094 1.5583
H9 -2.0839 0.6532 1.4579
H10 -3.2742 1.2802 0.7637
O6 3.1564 -0.5363 -0.8161
H11 2.3022 -0.3008 -0.4541
H12 3.1745 -1.4929 -0.7858
O7 0.7507 3.9405 -0.1457
H13 -0.1510 4.1729 -0.3672
H14 0.7274 2.9936 -0.0075
O8 2.4735 1.3529 2.0932
H15 2.5278 2.2904 2.2785
H16 2.7373 1.2738 1.1765
O9 -0.9712 -1.8960 -2.4856
H17 -0.9086 -1.5202 -1.6076
H18 -1.4223 -2.7306 -2.3579
O10 0.6541 -2.9457 -1.2056
H19 0.8211 -2.0256 -1.4100
H20 -0.1134 -2.9289 -0.6338
O11 -2.9167 -0.9620 -0.6255
H21 -2.0250 -0.6737 -0.4305
H22 -3.0770 -0.6586 -1.5191
O12 -3.2278 2.1545 -0.7028
H23 -2.5348 1.9178 -1.3192
H24 -3.5578 2.9938 -1.0234
O13 -2.9071 0.0991 -2.5051
H25 -2.0569 0.5327 -2.5782
H26 -3.2263 0.0434 -3.4058
O14 2.1984 2.6359 -1.4930
H27 1.4250 2.1579 -1.1939
H28 2.8691 2.4409 -0.8385

The value obtained for the largest force on an atom is 15.00 eV/A. The calculation puts the total energy at -3904.6273 Ha. Its net charge is -1. The energy relative to the best compared isomer or geometry (same formula, charge and spin) comes out at 2052.6 kJ/mol. Its HOMO-LUMO gap is 0.2231 Eh. For the LUMO energy, the calculation gives 0.0133 Ha.

---

Among the records above, which one has the highest energy relative to the best compared isomer or geometry (same formula, charge and spin)? AsF6H28O14